Below is C26H46N3OPTc as an isolated structure, with properties calculated with ωB97M-V/def2-TZVPD.

```
78
Properties=species:S:1:pos:R:3:forces:R:3
C 2.6234 -1.0729 -1.4445 0.18 -0.79 0.13
N 1.8138 -1.6540 -0.4865 -0.27 0.16 -0.12
C 2.1383 -2.8060 0.1310 0.60 0.22 -0.69
C 3.2992 -3.4782 -0.2283 0.10 0.10 0.02
C 4.1711 -2.9137 -1.1725 -0.04 -0.43 0.28
C 3.8452 -1.7125 -1.7638 -0.59 0.86 -0.56
Tc 0.1453 -0.6149 0.1289 -1.13 -1.77 3.88
C 1.2045 -3.2860 1.1872 -0.11 -0.08 0.37
N 0.4947 -2.1217 1.7982 0.44 0.21 0.52
C 1.3579 -1.5437 2.8992 -0.41 -0.03 0.16
C 2.6658 -0.9534 2.4356 0.36 0.17 0.22
C 2.1329 0.0854 -2.0692 0.82 -0.70 -0.10
P 0.6578 0.8915 -1.4484 1.51 2.43 -3.70
C -0.3943 0.9025 -3.0070 -0.51 0.02 -0.12
C 0.1697 1.8571 -4.0724 -0.01 0.08 -0.03
C 1.3293 2.6097 -1.0185 -0.16 0.43 0.40
C 0.1516 3.5864 -0.8804 -0.02 0.05 0.08
C 2.0730 2.4375 0.3122 -0.11 -0.11 0.11
C 2.3396 3.1869 -2.0266 -0.07 -0.22 -0.28
C -0.3485 -0.5215 -3.5830 -0.02 0.07 0.10
C -1.8250 1.3030 -2.6214 -0.07 -0.04 -0.06
C -0.7506 -2.5961 2.4770 -0.06 0.00 0.06
C -1.7329 -3.1041 1.4639 -0.71 -0.40 -0.09
H 3.5073 -4.4129 0.2779 0.22 0.01 -0.15
H 5.1002 -3.4169 -1.4377 -0.22 0.07 0.09
H 4.4488 -1.2132 -2.5250 0.10 -0.41 0.31
H 2.6433 0.3628 -2.9930 -0.20 0.38 0.32
H 2.4584 3.4113 0.6386 -0.03 -0.21 -0.04
H 1.4057 2.0641 1.0962 0.16 0.18 -0.09
H 2.9212 1.7485 0.2083 -0.05 0.17 0.02
H 2.6537 4.1656 -1.6341 -0.06 -0.30 -0.03
H 3.2310 2.5598 -2.1188 -0.06 0.13 0.01
H 1.9214 3.3633 -3.0202 0.12 -0.04 0.26
H 0.5607 4.5611 -0.5789 -0.15 -0.23 -0.01
H -0.3771 3.7383 -1.8302 0.18 -0.02 0.30
H -0.5677 3.2670 -0.1154 0.05 0.07 -0.10
H -0.4084 1.6918 -4.9930 0.11 0.00 0.23
H 0.0528 2.9153 -3.8151 0.06 -0.29 -0.03
H 1.2174 1.6405 -4.3112 -0.20 0.12 0.00
H 0.6777 -0.7976 -3.8505 -0.26 -0.07 -0.10
H -0.7362 -1.2637 -2.8750 0.02 0.01 -0.16
H -0.9656 -0.5531 -4.4892 0.11 -0.03 0.20
H -1.8676 2.2944 -2.1563 -0.05 -0.21 -0.15
H -2.4358 1.3282 -3.5347 0.09 0.00 0.26
H -2.2746 0.5732 -1.9359 -0.02 0.07 -0.19
H 0.4693 -3.9718 0.7429 0.23 0.18 0.13
H 1.7507 -3.8289 1.9819 -0.22 0.09 -0.40
H 0.7438 -0.7837 3.4095 0.24 -0.48 -0.18
H 1.5269 -2.3535 3.6266 0.01 0.26 -0.15
H -1.1741 -1.7523 3.0435 0.25 -0.22 -0.21
H -0.4702 -3.3794 3.2010 -0.10 0.26 -0.16
H -2.7369 -3.1144 1.8935 0.07 -0.12 0.00
H -1.8106 -2.4488 0.5914 -0.01 0.04 0.02
H -1.5205 -4.1202 1.1170 -0.07 0.16 0.07
H 3.1000 -0.3749 3.2574 -0.02 -0.13 -0.07
H 3.3969 -1.7255 2.1739 -0.09 0.23 -0.11
H 2.5553 -0.2513 1.5967 0.04 -0.09 0.06
H -1.0804 -1.1398 -0.7961 0.48 0.42 0.08
C -4.4691 -2.5629 -0.9212 -0.54 -0.59 -0.30
H -4.2271 -3.5292 -0.4409 0.29 0.49 -0.17
H -4.8509 -2.7786 -1.9264 0.01 0.04 0.26
H -5.2999 -2.1357 -0.3334 0.73 0.32 -0.28
O -3.3426 -1.6531 -1.0370 0.82 -0.62 -0.25
H -2.6630 -2.0859 -1.6170 -1.34 0.39 0.56
C -3.2634 3.0832 4.0686 -0.24 0.20 -0.16
C -2.4832 2.2490 3.1036 -0.61 0.32 0.47
C -1.1346 2.0459 3.3668 1.16 -0.74 -0.61
C -0.3896 1.2447 2.5163 -0.52 0.26 0.10
N -0.9512 0.6710 1.4143 0.17 -0.28 -0.44
C -2.2592 0.8882 1.1276 -0.41 0.27 0.40
C -3.0558 1.6597 1.9730 0.27 -0.46 -0.61
H -3.3575 2.5736 5.0361 0.00 -0.01 -0.21
H -2.7402 4.0284 4.2677 -0.12 -0.20 -0.09
H -4.2596 3.3001 3.6799 0.08 0.01 0.17
H -0.6479 2.4950 4.2271 -0.12 -0.04 -0.08
H 0.6712 1.0500 2.6887 -0.42 0.16 -0.03
H -2.6406 0.4104 0.2133 0.00 0.21 0.56
H -4.1143 1.7815 1.7357 0.35 0.05 0.10
```
Positions in Å, forces in eV/Å.

* calculated total energy: -1678.93170 Eh
* E_HOMO (alpha / beta): -17.35 / -18.16 eV
* net charge: +3
* maximum force: 4.67 eV Å⁻¹
* expectation value of S²: 6.06
* 2S+1: 5

Below is a 2-piece molecular cluster, C5H12NO2PS overall, with properties calculated with ωB97M-V/def2-TZVPD.

```
22
Properties=species:S:1:pos:R:3:forces:R:3
C 0.9979 -0.5077 0.4262 -0.57 -1.70 -0.69
C 1.2069 1.8963 1.0348 0.50 -1.79 -0.77
C 1.5648 1.2493 -1.4413 -3.70 -2.69 -0.14
C -2.4213 -1.5428 0.5738 1.05 1.39 -0.90
C 1.1176 0.8038 -0.0611 -0.96 2.85 1.09
N -1.8271 -0.2688 1.0277 1.58 1.34 -0.84
O 0.6905 -0.7968 1.6028 0.80 0.12 -0.76
O -1.5003 -0.1324 -1.5468 -0.51 1.56 0.71
P 1.0915 -1.7604 -0.9999 1.96 -1.94 2.55
S -1.3382 0.7335 -0.3375 0.95 -2.77 0.63
H 1.4760 2.7901 0.5077 0.09 0.76 0.22
H 0.2183 1.9686 1.4829 0.38 0.33 0.65
H 2.0220 1.5510 1.7246 -0.98 0.68 -0.22
H 0.7048 1.8576 -1.8805 1.14 -0.80 0.19
H 1.6970 0.2834 -1.9918 0.15 1.32 -0.34
H 2.4053 1.8391 -1.4496 2.13 1.21 0.17
H -3.0103 -1.7929 1.3921 -1.20 -1.03 1.33
H -3.0656 -1.2075 -0.2487 0.18 -1.13 -0.06
H -1.6526 -2.3139 0.3600 -0.76 0.45 -0.26
H -0.9864 -0.4559 1.6711 -0.82 0.51 -0.89
H 0.5828 -2.8886 -0.1608 0.11 1.14 -1.11
H 0.0264 -1.3049 -1.6857 -1.53 0.20 -0.56
```
Positions in Å, forces in eV/Å.

* calculated total energy: -1142.35098 Eh
* E_HOMO (alpha / beta): -8.71 / -8.71 eV
* net charge: 0
* energy above the lowest of the compared OMol25 structures with the same formula, charge and spin: 132.4 kcal per mole
* maximum force: 4.57 eV Å⁻¹
* 2S+1: 1

Below is C5H6Cl2N4O2 as an isolated structure, with properties calculated with ωB97M-V/def2-TZVPD.

```
19
Properties=species:S:1:pos:R:3:forces:R:3
C 0.4513 -1.3067 1.5448 0.69 -1.31 2.55
C -0.1868 -1.5424 0.4189 1.41 -2.30 -0.33
C 0.9621 0.0222 1.9046 0.24 0.82 -0.37
C -0.5046 -0.4921 -0.5190 1.65 0.97 0.60
C 0.8810 0.8623 -0.2579 -1.18 -2.08 -0.58
N 1.1567 1.0110 1.1101 0.12 -0.81 0.73
N -0.6299 -0.8426 -1.8878 -4.59 0.47 1.54
N 0.5515 2.0068 -0.9207 -1.19 1.22 1.48
N -1.5680 0.2582 0.0546 -2.74 1.74 -0.28
O -1.9522 1.2161 -0.6581 -0.15 -1.20 1.11
O -2.0482 -0.0167 1.1675 0.77 0.76 -1.58
Cl 1.4840 0.2388 3.5725 -0.38 -0.14 -0.77
Cl 2.1694 -0.0226 -1.2193 0.29 0.31 0.44
H 0.5847 -2.1652 2.2998 0.10 1.61 -1.31
H -0.2663 -2.6123 0.1484 -0.67 0.78 -0.04
H -1.4833 -0.3517 -2.2873 1.83 -0.74 0.34
H 0.1998 -0.6497 -2.3142 2.49 0.64 -2.02
H -0.0908 2.6460 -0.2657 1.62 -1.81 -2.58
H 0.2898 1.7407 -1.8913 -0.32 1.09 1.07
```
Positions in Å, forces in eV/Å.

* calculated total energy: -1483.84687 Eh
* E_HOMO: -8.95 eV
* net charge: 0
* energy above the lowest of the compared OMol25 structures with the same formula, charge and spin: 36.8 kcal per mole
* maximum force: 4.87 eV Å⁻¹
* 2S+1: 1

Below is C49H47CaN7O4P3 as an isolated structure, with properties calculated with ωB97M-V/def2-TZVPD.

```
111
Properties=species:S:1:pos:R:3:forces:R:3
Ca 0.8739 1.0769 -1.3097 0.40 0.31 -0.36
O -2.5865 1.3053 -3.6318 -0.02 -0.01 -0.04
C -1.4989 1.7736 -3.2279 -0.02 -0.04 -0.02
N -0.2580 1.3747 -3.4548 -0.14 -0.13 0.18
C -0.0400 0.3999 -4.4502 0.02 0.04 -0.04
C -0.6915 0.4395 -5.6800 0.00 -0.01 -0.03
C -0.4560 -0.5321 -6.6406 -0.03 0.03 -0.02
C 0.4467 -1.5516 -6.3753 0.02 -0.03 0.00
C 1.1159 -1.5946 -5.1617 0.00 0.05 0.04
C 0.8921 -0.6187 -4.1844 -0.03 -0.07 -0.05
N 1.5684 -0.5452 -2.9549 0.09 0.01 0.05
C 2.2216 -1.5977 -2.4694 -0.10 -0.07 -0.04
O 2.1169 -2.8087 -2.7288 0.00 0.07 0.02
C 3.2674 -1.2156 -1.4382 0.04 -0.05 -0.02
C 4.3695 -2.0459 -1.2695 0.03 0.04 0.02
C 5.3335 -1.7012 -0.3403 0.00 0.02 -0.01
C 5.1513 -0.5520 0.4172 0.02 -0.04 -0.02
C 4.0229 0.2121 0.1817 0.01 0.01 0.03
N 3.1046 -0.0929 -0.7339 -0.12 0.04 -0.04
C -1.5640 2.9877 -2.3277 0.07 0.01 0.07
C -2.6393 3.8600 -2.4207 0.01 0.01 0.03
C -2.6191 5.0243 -1.6719 0.01 -0.03 -0.01
C -1.5388 5.2647 -0.8349 0.01 0.00 0.01
C -0.5341 4.3143 -0.7663 0.01 0.03 0.00
N -0.5371 3.1975 -1.4943 -0.07 0.05 0.10
H -1.3998 1.2341 -5.8708 0.00 0.00 0.01
H -0.9722 -0.4859 -7.5918 0.01 -0.01 0.01
H 0.6401 -2.3169 -7.1175 -0.01 0.01 0.02
H 1.8099 -2.3943 -4.9576 0.02 -0.02 0.02
H 4.4334 -2.9414 -1.8712 0.00 0.01 0.00
H 6.2114 -2.3202 -0.2004 -0.01 0.01 0.00
H 5.8697 -0.2454 1.1659 -0.01 0.01 0.00
H 3.8398 1.1157 0.7432 0.02 0.01 0.02
H -3.4479 3.6112 -3.0926 0.00 0.00 0.00
H -3.4269 5.7411 -1.7472 0.00 0.00 0.00
H -1.4731 6.1666 -0.2410 0.01 -0.01 -0.01
H 0.3147 4.4458 -0.1057 -0.02 0.00 0.01
O -0.0044 -0.2845 0.3257 -0.14 -0.12 0.02
P 0.1843 -0.6293 1.7683 -0.04 0.01 0.11
C 0.3083 0.8450 2.8264 0.05 -0.02 -0.02
P 1.2880 2.2720 2.2352 -0.08 0.02 0.06
O 1.4258 2.2985 0.7468 0.08 -0.08 -0.04
C 2.8727 2.2816 3.0809 0.01 -0.01 -0.04
C 3.9328 2.8980 2.4160 -0.01 0.02 0.03
C 5.1724 3.0002 3.0278 0.02 0.01 -0.01
C 5.3578 2.4927 4.3061 0.03 0.00 0.01
C 4.3026 1.8922 4.9789 -0.01 -0.02 0.03
C 3.0611 1.7908 4.3708 -0.01 0.00 -0.01
C 0.3634 3.6754 2.8811 -0.01 -0.04 0.02
C -0.9595 3.8374 2.4630 0.00 -0.01 -0.02
C -1.7055 4.9105 2.9148 -0.03 0.02 -0.02
C -1.1361 5.8298 3.7886 -0.02 0.02 0.01
C 0.1767 5.6769 4.2046 0.00 0.02 0.02
C 0.9285 4.6004 3.7535 0.03 0.00 -0.01
C 1.5690 -1.7149 2.0717 0.00 0.00 -0.04
C 2.2406 -1.7734 3.2916 0.00 0.01 0.04
C 3.2405 -2.7128 3.4833 0.01 0.00 0.02
C 3.5643 -3.5987 2.4640 0.00 -0.02 0.00
C 2.8976 -3.5438 1.2488 0.01 -0.03 -0.01
C 1.9011 -2.6020 1.0480 -0.03 0.01 0.00
C -1.2873 -1.4611 2.4095 0.00 0.03 -0.04
C -1.2515 -2.7491 2.9338 0.05 -0.02 0.02
C -2.4250 -3.3588 3.3611 -0.02 -0.03 0.03
C -3.6327 -2.6827 3.2734 -0.01 -0.01 -0.01
C -3.6758 -1.3969 2.7452 0.01 0.03 0.03
C -2.5093 -0.7918 2.3084 -0.02 0.02 -0.01
H 0.6157 0.5550 3.8321 -0.02 0.01 0.00
H -0.7156 1.2121 2.9231 -0.01 -0.02 0.00
H 3.7827 3.2885 1.4166 0.00 0.01 0.01
H 5.9922 3.4763 2.5061 -0.01 -0.01 0.01
H 6.3267 2.5696 4.7830 -0.02 0.00 -0.01
H 4.4446 1.5071 5.9802 0.00 0.01 -0.01
H 2.2424 1.3437 4.9219 0.00 0.00 0.00
H -1.3995 3.1356 1.7609 0.00 0.02 0.00
H -2.7275 5.0369 2.5811 0.02 0.00 0.00
H -1.7203 6.6692 4.1439 0.01 -0.02 -0.01
H 0.6193 6.3953 4.8816 0.00 0.00 -0.01
H 1.9545 4.4863 4.0802 -0.02 0.01 0.00
H 1.9936 -1.0944 4.0989 0.00 -0.01 -0.02
H 3.7671 -2.7545 4.4277 0.00 0.00 -0.01
H 4.3461 -4.3320 2.6170 -0.01 0.01 0.00
H 3.1597 -4.2210 0.4462 -0.02 0.02 0.01
H 1.3972 -2.5443 0.0889 0.01 -0.02 0.03
H -0.3094 -3.2785 3.0139 -0.02 0.01 -0.01
H -2.3919 -4.3584 3.7760 0.01 0.03 -0.01
H -4.5424 -3.1537 3.6237 0.01 0.00 0.00
H -4.6180 -0.8676 2.6773 0.01 0.00 0.00
H -2.5542 0.1977 1.8654 0.01 0.00 0.00
C -4.8352 -3.2683 -2.0214 -0.01 0.02 0.00
N -3.4670 -3.6018 -1.4096 -0.05 -0.07 -0.05
C -2.5326 -4.0206 -2.5582 0.02 0.00 -0.02
N -2.4814 -3.0146 -3.5430 0.03 -0.03 -0.01
C -3.8050 -2.7306 -4.0765 0.01 0.02 0.01
N -4.7240 -2.2822 -3.0296 -0.06 0.02 0.02
C -4.3536 -0.9609 -2.4982 0.02 0.07 0.04
P -2.6687 -0.8971 -1.7074 -0.08 -0.15 -0.13
C -2.9123 -2.4311 -0.6541 0.00 0.07 0.03
C -1.7996 -1.7991 -3.0850 0.00 0.06 -0.01
H -5.4698 -2.9329 -1.2008 -0.01 0.00 0.00
H -5.2153 -4.2050 -2.4332 0.02 0.00 0.01
H -3.5809 -4.3925 -0.7771 0.01 -0.01 0.03
H -2.9473 -4.9484 -2.9566 -0.01 0.00 0.01
H -1.5506 -4.1979 -2.1195 0.00 0.00 0.00
H -4.2105 -3.6362 -4.5346 0.01 0.01 0.00
H -3.7202 -1.9519 -4.8324 0.00 -0.02 0.00
H -5.1206 -0.6376 -1.7904 0.00 0.00 0.01
H -4.3255 -0.2350 -3.3107 -0.02 -0.01 0.00
H -3.5931 -2.2295 0.1742 0.01 0.00 -0.02
H -1.9524 -2.7339 -0.2337 0.04 -0.01 0.02
H -0.7742 -2.0444 -2.8004 0.01 -0.01 0.01
H -1.7444 -1.1040 -3.9197 0.02 -0.01 -0.02
```
Positions in Å, forces in eV/Å.

* calculated total energy: -4281.44936 Eh
* E_HOMO: -8.28 eV
* net charge: +1
* energy above the lowest of the compared OMol25 structures with the same formula, charge and spin: 12.3 kcal per mole
* maximum force: 0.63 eV Å⁻¹
* 2S+1: 1